(1)
ORCA calculation (the ωB97M-V functional and the def2-TZVPD basis) on C37H42ClHgN4O3Sb2 as an isolated structure.

Each line ends with the Mulliken charge.
Cartesian coordinates (Å):
1 Hg 0.79234 -0.44472 0.98276  2.31
2 O -0.91383 4.48744 2.49542  -0.34
3 C -1.60446 3.88228 3.50835  1.05
4 C -2.53581 4.59160 4.25604  -0.78
5 C -3.16255 3.99838 5.34469  -0.51
6 C -2.83986 2.69427 5.68705  -0.71
7 C -1.92001 1.99096 4.91997  -0.58
8 C -1.29790 2.55247 3.80805  -0.02
9 C -0.35406 1.74131 2.98526  -0.18
10 O -0.56332 1.66376 1.70307  -0.35
11 N 0.56295 1.12942 3.68063  -0.86
12 N 1.41831 0.36722 2.93801  0.44
13 C 2.45865 -0.16628 3.58481  -1.14
14 C 3.49602 -0.93823 3.01712  1.13
15 C 4.43008 -1.54088 3.90847  -1.12
16 C 5.49301 -2.31892 3.49366  -0.37
17 C 5.69519 -2.53848 2.13377  -0.77
18 C 4.80680 -1.95234 1.22135  -0.24
19 C 3.72361 -1.15336 1.59412  0.23
20 O 3.00049 -0.57770 0.64515  -0.80
21 H -1.27919 5.36731 2.35974  0.26
22 H -2.75159 5.62346 3.99217  0.25
23 H -3.89059 4.55892 5.91919  0.36
24 H -3.31181 2.21817 6.53779  0.35
25 H -1.66117 0.96845 5.16174  0.44
26 H 2.50150 0.01987 4.65956  0.20
27 H 4.28010 -1.37113 4.97137  0.27
28 H 6.16553 -2.74930 4.22948  0.34
29 H 6.52512 -3.14033 1.77990  0.35
30 H 4.98123 -2.07169 0.15593  0.45
31 C 0.78999 3.89762 -0.12496  -1.45
32 Sb -0.86386 2.66666 -0.71233  1.16
33 C -2.48595 3.94928 -0.09642  -1.50
34 C -0.84462 3.65033 -2.73755  -1.92
35 C -1.72263 2.91266 -3.67577  0.87
36 C -3.04152 3.33764 -3.86099  -0.67
37 C -3.93558 2.65398 -4.66885  -0.73
38 C -3.51549 1.51517 -5.33794  -0.71
39 C -2.20746 1.08398 -5.17912  -0.53
40 C -1.29778 1.74513 -4.35177  1.16
41 C 0.08912 1.20621 -4.23574  -2.06
42 Sb 0.53799 -0.25193 -2.62522  0.40
43 C 2.16488 -0.99833 -3.84851  -1.52
44 C -0.94514 -1.67592 -3.26503  -1.41
45 H 0.53426 4.95379 -0.23309  0.40
46 H 1.63975 3.66569 -0.76897  0.45
47 H 1.03904 3.66864 0.90646  0.28
48 H -2.13672 4.97730 0.01267  0.34
49 H -2.89943 3.59403 0.84504  0.31
50 H -3.25523 3.90920 -0.86982  0.51
51 H 0.19721 3.67465 -3.06014  0.47
52 H -1.18797 4.67814 -2.60109  0.67
53 H -3.36567 4.23701 -3.34791  0.37
54 H -4.95264 3.01267 -4.77668  0.37
55 H -4.19472 0.96799 -5.98054  0.38
56 H -1.86818 0.20529 -5.71757  0.38
57 H 0.82990 1.99651 -4.10258  0.56
58 H 0.34940 0.66022 -5.14550  0.68
59 H 1.78737 -1.70747 -4.58708  0.46
60 H 2.92529 -1.47980 -3.23930  0.29
61 H 2.61168 -0.14803 -4.36638  0.49
62 H -0.47382 -2.45618 -3.86282  0.45
63 H -1.70813 -1.16731 -3.85351  0.55
64 H -1.41753 -2.12285 -2.39337  0.13
65 C -2.64986 -0.72938 -0.08556  -0.42
66 C -2.03940 -1.96322 0.49440  0.06
67 C -2.61548 -3.20072 0.72374  -0.97
68 C -1.63242 -3.99118 1.37724  -1.03
69 C -0.50701 -3.19873 1.50303  0.68
70 C 0.80012 -3.50669 2.15884  -1.23
71 N -0.75394 -1.97555 0.94899  0.33
72 H -3.68199 -0.92255 -0.38424  0.31
73 H -2.11071 -0.36568 -0.96359  -0.29
74 H -2.63944 0.08929 0.63935  0.04
75 H -3.62850 -3.48079 0.47179  0.42
76 H -1.72942 -5.00961 1.72580  0.46
77 H 0.89739 -4.58079 2.32788  0.37
78 H 0.90145 -2.99775 3.12189  0.18
79 H 1.65245 -3.18482 1.55228  0.00
80 Cl -0.14588 -6.56022 -1.78715  -0.28
81 C 0.96618 -5.23714 -1.55871  -0.28
82 C 2.32911 -5.45452 -1.65753  -0.37
83 C 3.17489 -4.37859 -1.44821  -1.03
84 C 2.61590 -3.13806 -1.17292  -0.84
85 N 1.30181 -2.93945 -1.09772  0.84
86 C 0.48001 -3.97360 -1.26549  -0.44
87 H 2.70859 -6.44475 -1.87433  0.42
88 H 4.24965 -4.49787 -1.47692  0.44
89 H 3.21846 -2.26306 -0.95160  0.86
90 H -0.58254 -3.79850 -1.13344  0.52

Summary:
electronic energy	-80924.091	eV
spin multiplicity	2
energy relative to the best compared isomer or geometry (same formula, charge and spin)	140.5	kJ/mol
max |F|	0.50	eV/A
net charge	-2
lowest unoccupied orbital energy (spin up / spin down)	4.10 / 4.10	eV



(2)
ORCA calculation (the ωB97M-V functional and the def2-TZVPD basis) on C51H38IrN2O7PSi as an isolated structure.

Each line ends with the Mulliken charge.
Cartesian coordinates (Å):
1 Ir -1.00865 0.43967 -1.35905  2.20
2 O -1.40444 2.41724 -1.67721  -0.49
3 C -0.85741 3.39603 -1.14454  -0.24
4 C 0.22019 3.44310 -0.21546  1.07
5 C 0.58555 4.73880 0.20114  -0.42
6 C 1.56150 4.91503 1.13359  -1.16
7 C 2.23615 3.81531 1.69157  -0.72
8 C 1.91121 2.55228 1.30173  -0.66
9 C 0.88131 2.29578 0.34397  -0.84
10 O 0.61164 1.08064 0.05723  0.84
11 N 1.88442 6.26455 1.58979  1.04
12 O 2.71773 6.37426 2.46700  -0.63
13 O 1.28263 7.19201 1.08494  -0.63
14 H -1.27046 4.36716 -1.44030  0.43
15 H 0.07642 5.60356 -0.20448  0.59
16 H 3.00409 3.99524 2.43096  0.56
17 H 2.42221 1.69559 1.71890  0.70
18 O -2.39280 0.59496 0.16780  -0.95
19 P -2.41703 0.42107 1.67982  2.23
20 C -1.81331 1.88193 2.51956  0.52
21 C -0.99179 1.83368 3.64262  -0.02
22 C -0.59511 3.01183 4.26012  -0.87
23 C -1.02585 4.23384 3.76631  -0.51
24 C -1.86177 4.28536 2.65666  -0.83
25 C -2.25713 3.11415 2.03478  -0.80
26 C -4.13342 0.19474 2.13364  -0.17
27 C -5.02440 -0.29357 1.18191  -0.39
28 C -6.35194 -0.49765 1.53218  -0.73
29 C -6.78274 -0.21912 2.82103  -0.51
30 C -5.89233 0.26904 3.77030  -0.80
31 C -4.56761 0.47877 3.42773  -0.39
32 C -1.49020 -0.99321 2.29471  0.31
33 C -2.16372 -2.10372 2.79972  -0.48
34 C -1.44823 -3.18843 3.29216  -1.00
35 C -0.06318 -3.16438 3.28931  -0.78
36 C 0.61381 -2.06301 2.77528  -0.88
37 C -0.09193 -0.98270 2.27558  0.56
38 H -0.65726 0.88381 4.03771  0.50
39 H 0.04909 2.97449 5.12848  0.46
40 H -0.71530 5.15162 4.24900  0.48
41 H -2.20276 5.24066 2.27907  0.48
42 H -2.90996 3.14989 1.16960  0.57
43 H -4.67617 -0.51098 0.18076  0.34
44 H -7.04944 -0.87225 0.79506  0.43
45 H -7.81942 -0.37672 3.08825  0.41
46 H -6.23432 0.49194 4.77192  0.44
47 H -3.87616 0.87227 4.16431  0.41
48 H -3.24588 -2.12438 2.81410  0.45
49 H -1.97782 -4.04518 3.68739  0.44
50 H 0.49313 -4.00438 3.68497  0.45
51 H 1.69666 -2.04902 2.76236  0.49
52 H 0.43727 -0.13369 1.85670  -0.19
53 C 2.83950 -4.24364 -5.16498  -0.58
54 C 1.56430 -4.08797 -4.63684  -1.13
55 C 1.30987 -3.06109 -3.74320  0.11
56 C 2.31851 -2.17382 -3.35052  0.88
57 C 3.59689 -2.35826 -3.88056  -0.52
58 C 3.85490 -3.38075 -4.78467  -0.81
59 Si 1.98676 -0.82115 -2.11745  -0.12
60 C 0.71991 0.40482 -2.77407  1.80
61 C -0.44455 0.03934 -3.49717  -0.50
62 C -1.04375 0.94067 -4.42412  -1.08
63 C -0.50231 2.17193 -4.62668  -0.75
64 C 0.64890 2.57238 -3.90379  -0.76
65 C 1.23114 1.73343 -3.00589  -0.25
66 C 3.51668 -0.00008 -1.48124  0.03
67 C 4.36619 0.69530 -2.34837  -0.22
68 C 5.51578 1.31176 -1.87887  -0.81
69 C 5.83634 1.24026 -0.53029  -0.75
70 C 5.00746 0.55210 0.34304  -0.43
71 C 3.85621 -0.06167 -0.12885  -0.51
72 H 3.04060 -5.04065 -5.86866  0.41
73 H 0.77070 -4.76482 -4.92525  0.46
74 H 0.30393 -2.96788 -3.34474  0.20
75 H 4.40889 -1.70620 -3.58152  0.35
76 H 4.85195 -3.50446 -5.18631  0.44
77 H -0.75458 -0.99739 -3.54109  0.11
78 H -1.90933 0.61672 -4.98581  0.51
79 H -0.94392 2.84562 -5.34909  0.43
80 H 1.06876 3.55696 -4.06862  0.47
81 H 2.11218 2.05641 -2.46626  0.27
82 H 4.13182 0.76575 -3.40617  0.52
83 H 6.16142 1.84472 -2.56424  0.44
84 H 6.73385 1.71935 -0.16165  0.42
85 H 5.25950 0.49370 1.39438  0.43
86 H 3.21443 -0.59486 0.56245  0.54
87 O -3.11595 -2.13467 -0.94102  -0.56
88 C -1.98056 -2.43502 -0.71970  -0.55
89 N -0.85723 -1.55148 -0.94238  0.92
90 C 0.23203 -2.21370 -0.65098  0.06
91 O 1.42622 -1.73314 -0.75219  -0.25
92 C -0.04127 -3.58701 -0.20814  0.62
93 C 0.79910 -4.62093 0.14282  -0.62
94 C 0.19000 -5.82514 0.49068  -0.84
95 C -1.19406 -5.96886 0.46890  -0.73
96 C -2.02908 -4.91784 0.09139  -0.48
97 C -1.41883 -3.72894 -0.24103  0.39
98 H 1.87472 -4.50689 0.14549  0.60
99 H 0.80404 -6.66849 0.77735  0.49
100 H -1.62900 -6.92168 0.74009  0.44
101 H -3.10417 -5.03066 0.05513  0.57

Summary:
electronic energy	-90818.338	eV
spin multiplicity	2
energy relative to the best compared isomer or geometry (same formula, charge and spin)	0.0	kJ/mol
max |F|	0.52	eV/A
net charge	+1
lowest unoccupied orbital energy (spin up / spin down)	-3.49 / -3.49	eV



(3)
ORCA calculation (the ωB97M-V functional and the def2-TZVPD basis) on a 2-piece molecular cluster, C3H9NO overall.

Each line ends with the Mulliken charge.
Cartesian coordinates (Å):
1 C 3.84997 -2.92025 -0.93748  -0.81
2 C 2.57438 -2.98043 -0.09022  -0.79
3 H 4.67532 -2.63380 -0.29673  0.27
4 H 3.75801 -2.31860 -1.84290  0.28
5 H 4.07659 -3.91185 -1.33600  0.26
6 H 2.65291 -3.81831 0.59148  0.26
7 H 2.50591 -2.08725 0.52146  0.24
8 H 1.65148 -3.01227 -0.66283  0.28
9 C -2.59424 2.56805 0.29775  0.37
10 N -2.61486 1.75406 1.29146  -0.22
11 O -1.82591 2.36980 -0.69644  -0.08
12 H -3.21701 3.48771 0.27585  0.35
13 H -3.30707 1.80872 2.02949  0.28
14 H -2.01088 0.93621 1.23988  0.29

Summary:
electronic energy	-6784.500	eV
spin multiplicity	2
energy relative to the best compared isomer or geometry (same formula, charge and spin)	174.5	kJ/mol
max |F|	1.00	eV/A
net charge	+1
lowest unoccupied orbital energy (spin up / spin down)	-5.36 / -9.89	eV



(4)
ORCA calculation (the ωB97M-V functional and the def2-TZVPD basis) on a 8-piece molecular cluster, C30H58Br2ClNO11S8 overall.

Each line ends with the Mulliken charge.
Cartesian coordinates (Å):
1 C 6.97744 -0.12405 1.70759  -1.33
2 C 5.94275 0.66538 0.97055  0.41
3 Br 6.21948 1.01677 -0.86920  -0.11
4 C 4.84107 1.15302 1.53068  -0.77
5 Br 4.51739 0.85178 3.38418  -0.04
6 C 3.79816 1.97294 0.87895  0.45
7 C 2.59770 1.36865 0.53827  -0.51
8 C 1.55065 2.08242 -0.04947  0.69
9 C 0.22696 1.47987 -0.44318  -1.35
10 C -0.49011 0.64722 0.61334  0.36
11 C -1.97770 0.59943 0.31309  -1.53
12 Cl 0.13269 -1.04533 0.57047  -0.28
13 C 1.77904 3.44064 -0.24787  0.12
14 C 2.99122 4.04666 0.06754  1.19
15 C 4.04504 3.34143 0.63382  0.59
16 C 5.32469 4.04620 0.99243  -1.88
17 C 2.87908 5.49249 -0.30017  -0.41
18 O 3.67605 6.26013 -0.67816  -0.51
19 N 1.42473 5.75803 -0.22694  0.01
20 S 0.97246 6.19694 1.32130  1.20
21 C -0.06812 4.94698 2.00497  -0.83
22 O 2.16652 6.28798 2.11610  -0.51
23 O 0.19775 7.39686 1.26594  -0.71
24 C 0.87741 4.51316 -0.78637  -0.24
25 O -0.01255 4.47641 -1.56013  -0.50
26 H 6.52375 -0.97019 2.21269  0.33
27 H 7.75229 -0.46901 1.03496  0.41
28 H 7.40176 0.52103 2.47288  0.34
29 H 2.46919 0.31464 0.73452  0.68
30 H -0.43981 2.29151 -0.71424  0.32
31 H 0.36186 0.88934 -1.34862  0.59
32 H -0.30088 1.05661 1.60177  0.54
33 H -2.10759 0.10059 -0.64186  0.35
34 H -2.39089 1.60238 0.28236  0.41
35 H -2.47595 -0.01583 1.05684  0.38
36 H 5.18138 4.56324 1.94042  0.28
37 H 5.53076 4.79817 0.23832  0.45
38 H 6.15172 3.35698 1.05857  0.45
39 H 0.33733 3.94587 1.88266  0.15
40 H -0.07705 5.16503 3.06620  0.45
41 H -1.06556 4.97679 1.58239  0.36
42 C 1.68206 0.10050 6.90775  -0.65
43 S 1.75808 1.87991 7.11782  0.44
44 O 2.00772 2.46198 5.77373  -0.52
45 C 3.32535 1.88423 8.00151  -0.90
46 H 0.79035 -0.13674 6.32704  0.09
47 H 2.56981 -0.24063 6.37278  0.25
48 H 1.62269 -0.37410 7.88814  0.40
49 H 4.09201 1.40987 7.38831  0.22
50 H 3.20806 1.35233 8.94559  0.37
51 H 3.59949 2.91892 8.19663  0.33
52 C -5.80562 -1.37512 -1.08471  -1.09
53 S -4.66335 -1.94905 -2.34098  0.61
54 O -3.35821 -1.27068 -2.08657  -0.63
55 C -5.45097 -1.08340 -3.70546  -0.99
56 H -5.47420 -1.77132 -0.12852  0.31
57 H -5.79985 -0.28436 -1.06080  0.40
58 H -6.80184 -1.75281 -1.30688  0.39
59 H -5.47891 -0.01175 -3.50237  0.38
60 H -6.46138 -1.46931 -3.84020  0.36
61 H -4.86958 -1.27207 -4.60373  0.20
62 C -4.59903 -6.25414 0.24222  -0.94
63 S -4.95673 -5.48561 -1.34305  0.66
64 O -5.98287 -4.43927 -1.08222  -0.60
65 C -5.82510 -6.88835 -2.04705  -1.00
66 H -4.08844 -5.51898 0.86100  0.24
67 H -5.53006 -6.55720 0.72158  0.31
68 H -3.95030 -7.11623 0.08738  0.37
69 H -6.67470 -7.14687 -1.41464  0.33
70 H -5.13967 -7.73140 -2.13206  0.37
71 H -6.17183 -6.59923 -3.03719  0.31
72 C -3.08233 -3.44515 -6.97602  -0.81
73 S -4.73173 -3.72982 -6.33299  0.64
74 O -4.82162 -5.16715 -5.96026  -0.68
75 C -5.57533 -3.53514 -7.90724  -1.03
76 H -2.37672 -3.56225 -6.15474  0.37
77 H -2.86387 -4.17068 -7.76151  0.14
78 H -3.01509 -2.43003 -7.36884  0.40
79 H -5.18247 -4.25913 -8.62126  0.33
80 H -5.42687 -2.51908 -8.27305  0.34
81 H -6.63599 -3.71403 -7.74313  0.32
82 C -0.00033 -6.59396 -8.12658  -0.91
83 S -0.47106 -5.15876 -9.09782  0.54
84 O -1.89740 -5.33709 -9.48005  -0.63
85 C 0.51664 -5.56972 -10.53996  -0.98
86 H -0.54633 -6.55431 -7.18627  0.30
87 H -0.26350 -7.50296 -8.66725  0.31
88 H 1.07132 -6.56156 -7.93022  0.36
89 H 0.21972 -6.54765 -10.91846  0.30
90 H 1.57160 -5.56952 -10.26648  0.37
91 H 0.33499 -4.81057 -11.29744  0.33
92 C -1.62022 -3.38637 6.24046  -0.96
93 S -0.76072 -2.39334 5.01409  0.56
94 O -1.09389 -0.96922 5.28773  -0.63
95 C -1.74625 -2.88524 3.60542  -0.69
96 H -1.17509 -3.17862 7.21112  0.32
97 H -2.67659 -3.11750 6.25488  0.31
98 H -1.49736 -4.44241 6.00006  0.34
99 H -2.79364 -2.63835 3.77985  0.31
100 H -1.63277 -3.95435 3.42511  0.39
101 H -1.35804 -2.32204 2.75998  0.04
102 C 4.53678 8.09381 5.98141  -0.92
103 S 5.55726 7.40628 4.67132  0.59
104 O 6.91364 7.99743 4.81805  -0.68
105 C 4.73919 8.27119 3.33039  -0.83
106 H 4.90708 7.71045 6.92986  0.31
107 H 4.61130 9.18126 5.96897  0.30
108 H 3.50344 7.77869 5.83647  0.31
109 H 4.79905 9.34729 3.49522  0.42
110 H 3.69957 7.94829 3.27234  0.19
111 H 5.24852 8.01304 2.40426  0.30

Summary:
electronic energy	-295346.603	eV
spin multiplicity	1
energy relative to the best compared isomer or geometry (same formula, charge and spin)	0.0	kJ/mol
max |F|	2.05	eV/A
net charge	0
lowest unoccupied orbital energy	-0.33	eV



(5)
ORCA calculation (the ωB97M-V functional and the def2-TZVPD basis) on a 2-piece molecular cluster, C4H10NO overall.

Each line ends with the Mulliken charge.
Cartesian coordinates (Å):
1 C 1.59910 0.92041 -0.68624  -0.12
2 C -0.83050 -1.12165 -1.16715  -1.29
3 C -0.14650 -0.99189 1.33697  -1.45
4 C -0.51967 -0.30343 0.07767  0.94
5 N -0.97381 0.88966 0.16526  -0.29
6 O 2.01029 1.96011 0.01959  -0.39
7 H 1.39342 1.27296 -1.61856  0.27
8 H -1.41926 -2.02408 -0.95725  0.34
9 H 0.08016 -1.32927 -1.63590  0.38
10 H -1.34612 -0.53039 -1.93606  0.42
11 H -1.04106 -1.26903 1.93891  0.39
12 H 0.36020 -0.30537 1.99660  0.35
13 H 0.33543 -1.85220 1.25268  0.42
14 H -0.57818 1.47510 0.95944  0.32
15 H -1.17625 1.28256 -0.74613  0.31
16 H 2.25276 1.92650 1.00017  0.41

Summary:
electronic energy	-7837.261	eV
spin multiplicity	1
energy relative to the best compared isomer or geometry (same formula, charge and spin)	391.4	kJ/mol
max |F|	5.35	eV/A
net charge	+1
lowest unoccupied orbital energy	-4.51	eV



(6)
ORCA calculation (the ωB97M-V functional and the def2-TZVPD basis) on a single C2H2NPS molecule.

Each line ends with the Mulliken charge.
Cartesian coordinates (Å):
1 C -0.48915 -0.32513 0.46964  0.43
2 C -0.43786 -0.89787 -0.68948  -0.53
3 N 0.04086 0.70009 1.12997  -0.42
4 P 1.15322 1.72487 0.59669  0.22
5 S 1.68513 1.27718 -1.26474  -0.32
6 H -1.19289 -0.84712 1.13708  0.30
7 H -0.75932 -1.63203 -1.37914  0.32

Summary:
electronic energy	-23716.681	eV
spin multiplicity	1
energy relative to the best compared isomer or geometry (same formula, charge and spin)	353.9	kJ/mol
max |F|	1.58	eV/A
net charge	0
lowest unoccupied orbital energy (spin up / spin down)	-2.10 / -2.12	eV